The following is a quantum chemistry calculation of 15 unconnected molecules or ions with the total composition C22H74O15, from OMol25.

```
111
Properties=species:S:1:pos:R:3:lowdin_spin:R:1
C -4.20 -2.74 -0.81 0.000
O -4.60 -2.49 -2.09 0.000
H -4.28 -1.82 -0.21 0.000
H -4.77 -3.54 -0.34 0.000
H -3.15 -3.00 -0.77 0.000
H -5.08 -3.19 -2.54 0.000
C 1.98 -4.74 0.08 0.000
O 1.74 -4.31 1.44 0.000
H 1.09 -4.74 -0.55 0.000
H 2.71 -4.14 -0.47 0.000
H 2.25 -5.79 0.15 0.000
H 1.15 -4.89 1.94 0.000
C 0.51 -2.51 -4.91 0.126
O -0.80 -3.00 -5.06 0.737
H 0.50 -1.47 -5.25 0.052
H 0.85 -2.55 -3.87 0.057
H 1.18 -3.17 -5.46 0.000
H -1.40 -2.45 -4.55 0.006
C -3.11 -0.29 4.12 0.000
O -3.00 -1.47 4.86 0.000
H -4.12 -0.39 3.72 0.000
H -3.05 0.66 4.65 0.000
H -2.48 -0.38 3.24 0.000
H -3.79 -1.61 5.39 0.000
C 3.81 -0.56 1.11 0.000
C 5.32 -0.44 0.98 0.000
C 5.88 0.94 1.26 0.000
O 5.86 -1.33 1.98 0.000
H 3.38 -1.53 0.90 0.000
H 3.26 0.10 0.43 0.000
H 3.48 -0.22 2.09 0.000
H 5.68 -0.72 -0.02 0.000
H 5.25 1.77 0.93 0.000
H 6.88 1.12 0.86 0.000
H 5.87 1.03 2.35 0.000
H 5.19 -1.98 2.20 0.000
C -1.80 2.77 -4.21 0.000
C -0.96 1.73 -3.43 0.000
C 0.29 2.40 -2.82 0.000
O -1.84 1.13 -2.44 0.000
H -1.23 3.24 -5.01 0.000
H -2.15 3.54 -3.52 0.000
H -2.73 2.40 -4.64 0.000
H -0.59 0.88 -4.00 0.000
H 0.01 3.29 -2.26 0.000
H 1.07 2.63 -3.55 0.000
H 0.77 1.75 -2.08 0.000
H -2.25 1.81 -1.90 0.000
C 1.41 5.20 1.97 0.000
C 0.60 4.31 1.03 0.000
C 1.15 2.85 0.98 0.000
O -0.76 4.37 1.26 0.000
H 1.05 6.23 1.96 0.000
H 2.44 5.29 1.63 0.000
H 1.36 4.88 3.01 0.000
H 0.65 4.70 0.01 0.000
H 0.97 2.38 0.02 0.000
H 0.63 2.31 1.77 0.000
H 2.23 2.90 1.14 0.000
H -1.04 5.25 0.99 0.000
C -4.97 0.67 1.18 0.000
C -6.04 1.35 1.98 0.000
C -6.16 2.87 1.66 0.000
O -7.24 0.73 1.66 0.000
H -4.86 -0.39 1.39 0.000
H -4.01 1.17 1.26 0.000
H -5.29 0.68 0.14 0.000
H -5.96 1.30 3.07 0.000
H -7.10 3.18 2.12 0.000
H -6.34 3.11 0.61 0.000
H -5.32 3.45 2.03 0.000
H -7.29 0.71 0.70 0.000
C 0.30 -1.62 -0.74 0.001
C 0.21 -0.94 0.63 0.001
C -1.09 -0.28 0.77 0.000
O 0.43 -1.76 1.76 0.000
H 0.03 -0.96 -1.56 0.000
H -0.37 -2.48 -0.75 0.000
H 1.33 -1.92 -0.92 0.000
H 0.96 -0.14 0.56 0.000
H -1.08 0.47 1.56 0.000
H -1.94 -0.92 0.96 0.000
H -1.28 0.30 -0.14 0.000
H 0.88 -2.54 1.42 0.000
C 4.63 -1.96 -3.33 0.000
C 4.00 -0.65 -3.85 0.000
C 3.24 0.13 -2.76 0.000
O 5.07 0.16 -4.31 0.000
H 5.26 -2.44 -4.07 0.000
H 3.92 -2.76 -3.12 0.000
H 5.24 -1.86 -2.44 0.000
H 3.29 -0.82 -4.66 0.000
H 2.79 0.95 -3.32 0.000
H 4.04 0.46 -2.10 0.000
H 2.51 -0.45 -2.19 0.000
H 5.63 0.41 -3.57 0.000
O 0.05 1.09 4.09 0.000
H -0.10 0.14 4.09 0.000
H 0.97 1.18 4.35 0.000
O 3.81 -3.50 3.17 0.000
H 3.31 -3.26 3.94 0.000
H 3.16 -3.77 2.53 0.000
O -2.31 -1.56 -3.19 0.017
H -2.12 -0.68 -2.88 0.000
H -3.13 -1.80 -2.75 0.000
O -1.85 2.78 3.18 0.000
H -1.39 3.26 2.48 0.000
H -1.19 2.18 3.53 0.000
O -0.36 -1.86 4.34 0.000
H -1.32 -1.91 4.42 0.000
H -0.21 -1.90 3.39 0.000
```

Its spin multiplicity is 2. Its charge is +1. For the HOMO-LUMO gap (alpha / beta), the calculation gives 8.60 / 1.85 eV. The HOMO energy (alpha / beta) comes out at -11.7 / -11.7 eV.


The following is a quantum chemistry calculation of 15 unconnected molecules or ions with the total composition C22H74O22, from OMol25.

```
118
Properties=species:S:1:pos:R:3:lowdin_charge:R:1
C 18.61 -19.79 17.21 -0.207
C 17.45 -20.54 16.53 -0.243
O 16.93 -21.56 17.38 -0.044
O 19.20 -18.84 16.28 -0.093
H 19.37 -20.55 17.39 0.122
H 18.34 -19.31 18.15 0.109
H 17.89 -20.96 15.63 0.098
H 16.67 -19.92 16.10 0.096
H 16.11 -21.20 17.73 0.085
H 20.16 -18.87 16.39 0.031
C 23.91 -14.60 15.67 -0.223
C 24.66 -15.01 17.02 -0.213
O 25.15 -16.32 16.95 -0.073
O 24.77 -14.43 14.57 -0.072
H 23.44 -13.62 15.78 0.098
H 23.14 -15.33 15.39 0.087
H 23.89 -15.04 17.79 0.094
H 25.45 -14.33 17.35 0.115
H 24.90 -16.71 17.80 0.082
H 24.24 -13.98 13.91 0.034
C 19.05 -16.58 13.64 -0.176
C 20.33 -16.28 14.41 -0.232
O 20.94 -15.06 14.11 -0.061
O 18.05 -15.64 14.00 -0.104
H 18.58 -17.54 13.86 0.113
H 19.15 -16.46 12.56 0.104
H 21.03 -17.03 14.03 0.105
H 20.26 -16.46 15.48 0.112
H 20.58 -14.27 14.52 0.044
H 17.29 -15.79 13.42 0.037
C 16.76 -20.72 12.74 -0.210
C 15.79 -19.68 13.40 -0.183
O 15.00 -19.09 12.34 -0.084
O 16.03 -21.87 12.32 -0.061
H 17.49 -20.98 13.50 0.087
H 17.32 -20.35 11.89 0.113
H 16.34 -18.88 13.89 0.095
H 15.16 -20.09 14.19 0.120
H 14.50 -19.80 11.94 0.090
H 16.63 -22.46 11.86 0.087
C 20.68 -17.22 18.99 -0.233
C 20.73 -16.79 20.47 -0.250
O 21.66 -17.50 21.24 -0.057
O 21.70 -16.69 18.17 -0.058
H 19.70 -17.05 18.54 0.108
H 20.66 -18.31 19.03 0.113
H 19.72 -16.92 20.88 0.116
H 21.00 -15.74 20.55 0.111
H 21.52 -17.24 22.16 0.085
H 22.02 -17.36 17.57 0.043
C 14.57 -15.32 12.79 -0.215
C 13.29 -15.72 13.53 -0.214
O 12.72 -16.76 12.76 -0.070
O 15.57 -16.32 12.97 -0.079
H 14.88 -14.33 13.12 0.106
H 14.29 -15.10 11.76 0.118
H 12.61 -14.87 13.46 0.118
H 13.47 -16.04 14.56 0.121
H 12.31 -16.46 11.95 0.092
H 15.10 -17.10 12.68 0.050
C 21.06 -13.36 17.66 -0.269
C 19.75 -13.46 16.86 -0.226
O 19.87 -12.91 15.59 -0.053
O 21.47 -12.06 17.86 -0.034
H 21.85 -13.97 17.22 0.087
H 20.85 -13.80 18.63 0.111
H 19.07 -12.84 17.44 0.129
H 19.37 -14.48 16.94 0.111
H 19.03 -12.53 15.32 0.055
H 22.43 -12.00 17.78 0.087
C 15.88 -16.63 16.36 -0.165
O 16.61 -15.43 16.37 -0.115
H 14.96 -16.50 16.93 0.081
H 15.65 -16.94 15.34 0.052
H 16.38 -17.49 16.80 0.061
H 17.20 -15.50 15.61 0.015
C 23.22 -18.52 15.54 -0.112
O 22.23 -19.17 16.34 -0.133
H 24.20 -18.49 16.01 0.081
H 23.31 -19.10 14.63 0.079
H 22.88 -17.49 15.36 0.063
H 22.70 -19.96 16.61 0.094
C 19.00 -18.38 9.86 -0.181
O 19.97 -18.78 10.75 -0.114
H 19.43 -18.06 8.91 0.084
H 18.44 -19.28 9.59 0.085
H 18.32 -17.59 10.17 0.069
H 20.64 -18.09 10.85 0.035
C 18.95 -14.07 10.71 -0.165
O 19.62 -15.10 10.12 -0.112
H 19.59 -13.44 11.33 0.081
H 18.50 -13.45 9.93 0.089
H 18.16 -14.46 11.36 0.069
H 19.07 -15.53 9.47 0.090
C 22.51 -12.49 12.21 -0.129
O 23.38 -12.32 13.33 -0.111
H 21.60 -13.02 12.49 0.057
H 22.27 -11.53 11.74 0.083
H 22.99 -13.08 11.43 0.070
H 23.15 -11.47 13.71 0.091
C 23.05 -16.24 11.22 -0.080
O 21.82 -16.79 10.67 -0.150
H 22.79 -16.07 12.27 0.067
H 23.85 -16.98 11.22 0.086
H 23.35 -15.33 10.70 0.073
H 21.14 -16.12 10.69 0.031
C 20.66 -20.71 13.33 -0.160
O 20.43 -21.33 12.06 -0.121
H 19.78 -20.27 13.80 0.054
H 21.09 -21.43 14.03 0.079
H 21.41 -19.93 13.22 0.064
H 20.15 -20.60 11.50 0.024
C 16.83 -12.25 13.86 -0.110
O 17.73 -11.25 14.44 -0.123
H 15.84 -11.81 13.69 0.074
H 17.20 -12.64 12.91 0.067
H 16.65 -13.08 14.54 0.070
H 17.83 -10.51 13.83 0.080
```

Its energy above the lowest of the compared OMol25 structures with the same formula, charge and spin is 21.06 kcal per mole. For the HOMO-LUMO gap, the calculation gives 9.68 eV. The HOMO energy comes out at -9.4 eV.